Below is a structure of composition C20H38Cl3LuN2O4Si in a non-equilibrium geometry, with properties calculated with ωB97M-V/def2-TZVPD.

Each line ends with the natural charge from an NBO analysis.
Atoms and positions in Å:
1 Lu -0.2687 -2.5888 1.7958  1.668
2 Cl 1.1154 -3.3188 3.7892  -0.638
3 Cl 0.0497 -0.2285 2.3406  -0.298
4 Cl -2.7141 -2.4639 2.0170  -0.611
5 Si 0.1393 0.1636 4.5350  1.694
6 O 0.0199 1.2515 0.1378  -0.947
7 O 0.1450 -4.6816 1.0812  -0.947
8 O -0.7492 -2.6437 -0.5744  -0.735
9 O 1.5866 -1.7163 0.6137  -0.748
10 N 2.8288 -0.0940 -0.4388  -0.375
11 N -1.7510 -2.9881 -2.5884  -0.391
12 C -0.1514 0.0358 -3.8325  -0.255
13 C 1.0260 4.9638 -1.3724  -0.640
14 C -2.4244 0.7484 -2.3435  -0.233
15 C -1.1343 1.0038 -1.8631  0.029
16 C -0.4575 3.1733 -0.5129  0.099
17 C -1.0952 -1.0913 5.0694  -1.154
18 C 2.0273 -1.1717 -0.4409  0.595
19 C 3.3752 0.5303 -1.6485  -0.412
20 C -1.4355 -0.0607 -4.3925  -0.215
21 C 3.0960 0.6038 0.8194  -0.431
22 C 1.9238 0.3038 5.1077  -1.141
23 C -2.9655 -3.2551 -3.3467  -0.405
24 C -1.7757 -2.6206 -1.3027  0.578
25 C -1.0103 1.7626 -0.5396  0.066
26 C 0.2427 3.7042 -1.5293  -0.309
27 C -0.4855 1.8751 4.9975  -1.136
28 C -0.0046 0.5093 -2.5326  -0.228
29 C -2.5630 0.2393 -3.6297  -0.245
30 C -0.4968 -3.4386 -3.1832  -0.423
31 C -0.5894 3.8071 0.8297  -0.652
32 H -0.8962 -1.2829 6.1281  0.245
33 H -0.3289 -2.9248 -4.1376  0.221
34 H -2.8947 -2.7710 -4.3350  0.218
35 H 2.2832 1.3015 1.0369  0.265
36 H -3.0771 -4.3459 -3.4967  0.199
37 H 1.9023 1.0428 5.9309  0.243
38 H -3.5741 0.1041 -4.0292  0.204
39 H 1.7052 5.0934 -2.2283  0.201
40 H -1.3990 2.2151 4.4923  0.256
41 H 1.6281 4.9875 -0.4449  0.196
42 H 2.7433 1.3591 -1.9921  0.230
43 H -0.5432 -4.5097 -3.4074  0.196
44 H -2.1079 -0.6780 4.9828  0.262
45 H 2.6437 0.6948 4.3677  0.260
46 H -3.8469 -2.8691 -2.8131  0.227
47 H -0.6227 4.8923 0.7157  0.204
48 H 0.3595 5.8426 -1.3386  0.201
49 H 3.1954 -0.1013 1.6426  0.222
50 H -0.6953 1.7969 6.0789  0.241
51 H 0.3143 2.6258 4.8784  0.244
52 H 0.6253 -4.7272 0.2383  0.524
53 H -1.1115 -2.0685 4.5725  0.262
54 H -1.5254 3.4309 1.2639  0.208
55 H 0.9414 0.4921 -2.0030  0.227
56 H -3.2557 0.9760 -1.6812  0.216
57 H 0.7456 -4.9143 1.8286  0.531
58 H -1.5490 -0.3963 -5.4145  0.196
59 H -2.0126 1.8091 -0.0583  0.099
60 H 4.3607 0.9385 -1.4021  0.212
61 H 2.3303 -0.6279 5.5190  0.256
62 H 1.7799 -1.5719 -1.4507  0.147
63 H 0.7358 -0.2496 -4.3866  0.199
64 H 0.3608 -3.2505 -2.5274  0.231
65 H 0.2166 3.5291 1.5281  0.219
66 H 3.4687 -0.2048 -2.4482  0.207
67 H 0.3232 3.1980 -2.4869  0.192
68 H 4.0309 1.1560 0.6910  0.194
69 H -2.7574 -2.3059 -0.8763  0.185

The calculation puts the strongest force on any atom at 0.05930 hartree/bohr. The value obtained for the HOMO-LUMO gap is 5.6 eV. The relative energy (zero: lowest compared OMol25 entry of this formula, charge and spin) comes out at 281.4 kJ/mol. The calculation puts the electronic energy at -4101.141511 Ha.

Below is a cluster of 4 separate species, C20H38ClFN5OP2 in total in a non-equilibrium geometry, with properties calculated with ωB97M-V/def2-TZVPD.

Each line ends with the natural charge from an NBO analysis.
Atoms and positions in Å:
1 Cl 2.6339 -2.8196 -3.2879  -0.398
2 P 1.2079 -1.3144 -0.3159  0.825
3 P 2.8085 -2.6553 -1.1768  0.650
4 F -0.4363 -1.1941 2.4428  -0.391
5 O 4.3793 -1.9356 -0.9503  -1.019
6 N 5.8942 6.7956 -3.3344  -0.367
7 N -5.2437 0.1875 -2.1006  -0.383
8 N -4.4564 -1.7883 1.7394  -0.321
9 N -4.2680 0.2656 -0.7530  -0.646
10 N 5.2929 2.7063 0.6028  -0.341
11 C 7.0546 2.8532 2.5671  -0.711
12 C -0.8456 -3.5603 2.7745  -0.651
13 C 2.3860 -0.6199 1.0160  -0.759
14 C -2.0962 -0.3091 -2.0591  -0.438
15 C -6.4167 0.1826 -2.3976  0.107
16 C 0.0336 -1.9222 -1.7487  -0.730
17 C -7.8739 0.1768 -2.7356  -0.686
18 C 0.6372 -2.7921 0.7648  -0.810
19 C 1.4369 2.3422 1.6607  0.006
20 C -5.5524 -1.6076 2.0547  0.287
21 C -2.7953 0.5445 -0.9038  -0.232
22 C 2.1565 1.9476 0.3037  -0.475
23 C 3.1218 0.6943 0.4387  -0.389
24 C 6.0634 2.7705 1.4597  0.301
25 C -6.9658 -1.3749 2.4577  -0.712
26 C 5.5959 5.7212 -3.0331  0.301
27 C 0.2051 -2.4567 2.2523  0.220
28 C -1.5212 -1.6408 -1.3873  -0.419
29 C 0.7930 2.1817 2.7007  -0.315
30 C 5.2114 4.3355 -2.6442  -0.722
31 H 7.4794 3.8565 2.6099  0.247
32 H -1.6412 -1.6336 -0.2608  0.204
33 H 1.6451 -0.2677 -1.2251  -0.212
34 H 0.1067 -3.0438 -1.8953  0.195
35 H -1.6684 -3.5996 2.0012  0.217
36 H -7.4527 -2.3274 2.6683  0.249
37 H 2.8167 2.8460 0.0550  0.221
38 H 1.5239 -3.5130 0.8406  0.233
39 H 5.4316 4.1707 -1.5889  0.274
40 H -1.2431 0.2173 -2.5736  0.213
41 H -8.1713 -0.8218 -3.0581  0.238
42 H 7.8563 2.1333 2.4012  0.251
43 H 3.1573 -1.4111 1.3294  0.203
44 H 5.7702 3.6142 -3.2410  0.251
45 H -8.4731 0.4606 -1.8639  0.200
46 H -8.0694 0.8840 -3.5445  0.226
47 H -2.1062 -2.5489 -1.7695  0.186
48 H 6.5675 2.6315 3.5172  0.255
49 H 1.1395 -2.5532 2.9034  0.152
50 H -2.6962 1.6386 -1.2010  0.185
51 H 0.1069 -0.4542 0.0961  -0.173
52 H -2.3328 0.3633 0.1183  0.228
53 H 3.9110 0.9685 1.2125  0.196
54 H -1.3231 -3.1320 3.7225  0.203
55 H -2.9296 -0.6144 -2.7751  0.233
56 H 4.7410 -1.7898 -1.8537  0.478
57 H 1.8873 -0.2781 1.9715  0.231
58 H -4.4113 -0.3149 0.1120  0.369
59 H 3.6001 0.5230 -0.5670  0.227
60 H 0.2770 1.9761 3.6781  0.244
61 H -4.6836 1.1746 -0.4815  0.362
62 H -0.2040 -3.4059 0.3025  0.213
63 H -0.3634 -4.5553 2.9927  0.205
64 H 0.2398 -1.3159 -2.6816  0.204
65 H -6.9983 -0.7523 3.3523  0.249
66 H -7.5017 -0.8706 1.6523  0.253
67 H 4.1446 4.1853 -2.8122  0.260
68 H 1.4269 1.8457 -0.5515  0.247

The calculation puts the strongest force on any atom at 0.21049 hartree/bohr. The value obtained for the HOMO-LUMO gap is 5.1 eV. The calculation puts the electronic energy at -2376.257986 Ha. As for the total charge: -1.

Below is a structure of composition C20H38N12OPdS2 in a non-equilibrium geometry, with properties calculated with ωB97M-V/def2-TZVPD.

Each line ends with the Mulliken charge.
Atoms and positions in Å:
1 Pd 0.5738 -0.0853 -0.2682  0.082
2 S -0.3685 0.1848 1.7983  -0.132
3 S -1.9986 -0.3058 -2.2796  -0.322
4 O 1.9384 -1.7396 -0.9624  -0.668
5 N 2.4940 0.6815 0.0178  -0.222
6 N 1.7453 -0.0910 3.4609  -0.042
7 N 2.4633 2.6475 -1.2306  -0.040
8 N -0.1308 -2.4193 -0.5332  0.259
9 N 0.3020 1.8196 -0.9719  0.003
10 N -2.2964 -3.0625 -0.1174  -0.273
11 N -4.0321 1.2307 -1.4836  -0.347
12 N 1.4299 -3.9046 -1.4822  0.099
13 N 0.7839 2.0086 3.3207  -0.091
14 N -4.5412 -0.4524 -3.0195  -0.006
15 N 4.4314 1.4900 -1.0156  0.088
16 N 0.6820 3.9543 -1.7848  -0.358
17 C -5.8542 -0.1656 -3.0454  0.665
18 C 5.1754 2.6449 -1.5607  -1.187
19 C -5.7422 2.8037 -0.7200  -1.271
20 C -1.0851 -3.3570 -0.5989  0.640
21 C 0.4538 -4.8560 -1.5828  -0.268
22 C 3.1431 1.5498 -0.7407  0.504
23 C -3.6536 0.2183 -2.2270  0.116
24 C 5.2331 0.2903 -0.7212  -1.012
25 C 1.1119 2.7840 -1.3100  0.661
26 C -0.8065 -4.6253 -1.1669  -1.013
27 C 1.8697 -1.5434 3.1872  -0.171
28 C 1.1054 -2.6817 -1.0021  0.513
29 C 0.6572 2.5949 5.7348  -0.939
30 C -5.3394 1.6005 -1.5032  0.884
31 C 0.8726 0.7461 2.9562  0.605
32 C -6.7579 -0.9572 -3.9278  -1.282
33 C 2.8005 -4.1736 -1.9785  -0.960
34 C -6.2690 0.8808 -2.2409  -0.683
35 C 1.4876 2.6483 4.4598  -0.641
36 C 1.1071 -2.3705 4.2037  -1.245
37 H 2.3201 0.2507 4.2219  0.216
38 H 3.0611 -0.0929 0.3371  0.127
39 H 1.4696 -2.1862 5.2153  0.404
40 H 4.9633 3.5567 -1.0018  0.471
41 H 5.8166 0.4210 0.1888  0.382
42 H -0.3028 4.1483 -1.8788  0.216
43 H -6.0570 3.5926 -1.4078  0.344
44 H -0.6787 2.0449 -1.1023  0.010
45 H -7.3179 1.1461 -2.2112  0.476
46 H 6.2374 2.4480 -1.4529  0.417
47 H -2.4294 -2.2185 0.4153  0.129
48 H 3.5059 -3.5769 -1.4126  0.295
49 H -6.2707 -1.8339 -4.3507  0.372
50 H 1.2488 -3.4303 3.9933  0.406
51 H -6.6057 2.5837 -0.0906  0.388
52 H 4.9708 2.7885 -2.6225  0.390
53 H -4.1875 -1.1783 -3.6353  0.294
54 H -7.6431 -1.2674 -3.3728  0.377
55 H 5.9224 0.1337 -1.5469  0.455
56 H 1.6813 3.6772 4.1642  0.357
57 H 3.0178 3.3540 -1.6900  0.218
58 H 0.0117 2.5290 2.9251  0.296
59 H 0.4182 1.5687 6.0179  0.290
60 H 2.9330 -1.7748 3.2226  0.401
61 H 1.3077 4.7068 -2.0265  0.196
62 H -0.2701 3.1563 5.6242  0.347
63 H 0.7553 -5.8025 -2.0122  0.463
64 H -1.5672 -5.3871 -1.2505  0.448
65 H -4.9214 3.1679 -0.1101  0.301
66 H 1.5133 -1.7319 2.1750  -0.049
67 H 2.4562 2.1690 4.5982  0.327
68 H 2.8750 -3.9162 -3.0320  0.338
69 H 3.0189 -5.2283 -1.8408  0.381
70 H -7.1103 -0.3286 -4.7487  0.344
71 H -2.9984 -3.7826 -0.0448  0.266
72 H 0.0395 -2.1478 4.1722  0.304
73 H 1.2235 3.0470 6.5481  0.359
74 H 4.6068 -0.5934 -0.6417  0.298

The calculation puts the strongest force on any atom at 0.03259 hartree/bohr. The value obtained for the HOMO-LUMO gap (spin up / spin down) is 4.2 / 4.3 eV. The relative energy (zero: lowest compared OMol25 entry of this formula, charge and spin) comes out at 261.7 kJ/mol. The calculation puts the electronic energy at -2440.102223 Ha. As for the total charge: +4.

Below is a structure of composition C20H39AsNOsSi3, with properties calculated with ωB97M-V/def2-TZVPD.

Each line ends with the natural charge from an NBO analysis.
Atoms and positions in Å:
1 Os -1.4653 -0.5086 1.1325  1.069
2 As 0.4964 -0.6202 -0.2480  -0.360
3 Si 3.2766 -2.8487 -1.5004  1.994
4 Si -0.8387 -0.4476 -2.3998  1.608
5 Si 1.8905 0.7823 1.2811  1.574
6 N -1.9992 1.5308 0.9236  -0.576
7 C 2.9448 -0.5257 2.0809  -1.156
8 C -3.2560 5.6416 0.6772  -0.664
9 C -2.3575 -1.2824 3.3539  -0.238
10 C -2.4898 0.3659 -2.1628  -1.161
11 C 0.3157 0.5026 -3.5052  -1.160
12 C -2.8287 4.2172 0.7705  0.130
13 C -3.5244 3.2796 1.5319  -0.230
14 C 3.9212 -1.3238 -2.2705  -1.229
15 C -1.1372 -2.5976 1.9140  -0.310
16 C -3.0917 1.9757 1.5881  0.072
17 C 3.9686 -3.4549 0.0797  -1.230
18 C 2.7758 1.9573 0.1376  -1.156
19 C -1.0948 -1.8674 3.1454  -0.240
20 C -3.2200 -1.6785 2.2948  -0.278
21 C -2.4767 -2.5062 1.4117  -0.309
22 C -1.3204 2.4384 0.1813  0.042
23 C -1.6958 3.7528 0.0871  -0.192
24 C 2.2925 -4.0425 -2.4732  -1.235
25 C 0.8495 1.6548 2.5544  -1.156
26 C -1.0490 -2.2507 -2.7754  -1.159
27 H 2.0366 -3.6835 -3.4686  0.285
28 H -0.2371 -1.7720 3.7950  0.276
29 H -2.6404 -0.6723 4.1995  0.284
30 H 4.1581 -0.5479 -1.5421  0.279
31 H 0.9426 1.2187 -2.9726  0.256
32 H 1.5651 1.9679 3.3245  0.292
33 H 4.4255 -4.4290 -0.1343  0.312
34 H -0.2755 1.0696 -4.2297  0.289
35 H -3.0810 -0.0303 -1.3332  0.241
36 H 1.3909 -4.3671 -1.9483  0.291
37 H 3.7772 1.5947 -0.0998  0.267
38 H -4.4094 3.5622 2.0857  0.264
39 H -1.5309 -2.7945 -1.9611  0.250
40 H 0.3554 2.5505 2.1825  0.262
41 H -3.4226 5.9152 -0.3663  0.264
42 H 4.8692 -1.6078 -2.7517  0.321
43 H -2.4669 6.2937 1.0571  0.265
44 H -3.0512 0.1240 -3.0738  0.293
45 H 0.9633 -0.1707 -4.0692  0.262
46 H -2.4485 1.4507 -2.0831  0.265
47 H 2.3925 -1.4416 2.2990  0.245
48 H -0.4526 2.0693 -0.3473  0.205
49 H 0.1137 1.0330 3.0726  0.238
50 H -4.2702 -1.4428 2.2060  0.287
51 H 2.8897 2.9251 0.6328  0.285
52 H -1.7117 -2.3280 -3.6441  0.289
53 H 2.9165 -4.9397 -2.5773  0.315
54 H 3.1977 -3.6430 0.8309  0.289
55 H 4.7287 -2.7967 0.4966  0.287
56 H 3.8149 -0.7756 1.4733  0.251
57 H -1.1086 4.4267 -0.5234  0.248
58 H -0.1177 -2.7504 -3.0329  0.247
59 H -0.3756 -3.2617 1.5405  0.272
60 H 3.3146 -0.1379 3.0342  0.286
61 H -4.1666 5.8310 1.2393  0.251
62 H -2.8667 -3.0329 0.5525  0.285
63 H 3.2691 -0.9290 -3.0491  0.282
64 H 2.2501 2.1350 -0.8014  0.253
65 H -3.6250 1.2429 2.1770  0.218

The calculation puts the strongest force on any atom at 0.00976 hartree/bohr. The value obtained for the HOMO-LUMO gap (spin up / spin down) is 7.4 / 6.4 eV. The calculation puts the electronic energy at -4034.167698 Ha. The multiplicity is 5. As for the total charge: +3.